Here is a structure of composition C21H30NO2P2Sr at a distorted geometry from OMol25. Energies are from ωB97M-V/def2-TZVPD.

```
57
Properties=species:S:1:pos:R:3:forces:R:3
Sr 0.057483 -0.237218 -1.182715 -1.0403 0.0255 1.7957
P -2.145788 1.311914 -0.129204 -0.3075 -0.2450 0.4171
P 2.965153 -0.582952 -0.591347 0.7731 0.2227 0.5142
O 1.301181 -0.245020 -3.444311 -0.4598 -3.3090 -0.5933
O -0.195592 1.656589 -3.134541 2.7843 -2.4836 -3.6060
N 1.105496 1.815513 -0.094348 0.3883 0.4954 0.6523
C -0.114665 -2.595454 2.894112 -0.0996 0.0166 0.0776
C 2.286891 1.957579 0.541702 -0.0928 0.1035 -0.0743
C -0.727373 -1.558397 0.808673 1.1336 1.4794 -1.8287
C -3.982770 -4.243432 0.429251 0.5043 -0.0286 0.6208
C -2.373242 1.764772 1.622474 -0.1726 -0.1685 0.3810
C -3.772731 1.760047 -0.814284 -0.2871 0.0310 -0.1619
C 3.219271 0.763199 0.650185 -0.0414 0.1718 0.2447
C -1.793794 -2.449743 0.626272 -0.5814 -1.3845 1.3781
C -2.672089 -2.415900 -0.499019 -0.2474 -0.5307 0.3461
C -2.035047 -3.445440 1.661839 -0.0976 0.7475 -0.9072
C -3.133976 -4.319168 1.527413 -0.5514 -0.1774 -0.4621
C 2.668596 3.165935 1.120754 0.2134 -0.1189 -0.0098
C -1.159169 -3.490308 2.777521 0.4082 0.2218 0.1382
C 3.991741 -1.874409 0.187367 -0.0249 -0.4457 0.0104
C 1.807047 4.255870 1.069199 -0.0945 -0.2460 -0.1337
C -3.746920 -3.291297 -0.585667 0.4674 0.4491 -0.1786
C 0.566109 4.094409 0.458317 0.0948 -0.0743 -0.0028
C 0.239128 2.860844 -0.110258 -0.0589 -0.2221 -0.0347
C -1.051600 2.591053 -0.818118 0.6101 0.4296 -1.9381
C 4.113578 0.021729 -1.877528 0.2326 0.0549 -0.3407
C 0.097810 -1.594561 1.893873 -0.6249 -1.2898 0.8330
H -4.416763 -3.243489 -1.443777 0.1335 -0.0242 0.1888
H 5.118167 0.148745 -1.448764 -0.2456 -0.0218 -0.1765
H 0.915782 -0.881080 2.028286 -0.0467 -0.0980 -0.0061
H -3.672529 2.077697 -1.860019 -0.0851 -0.0903 0.2056
H -0.698924 2.159767 -1.980364 -1.3352 1.6709 3.6732
H -4.236430 2.560613 -0.221308 0.0893 -0.1303 -0.2922
H 3.879713 -2.797652 -0.397486 0.1384 0.1575 0.2351
H 0.600134 0.884667 -3.512399 -2.3630 2.7316 0.8426
H 0.555156 -2.642170 3.751555 -0.1734 -0.0900 -0.0356
H 1.790523 -0.693858 -4.178296 -0.2419 0.6563 0.5327
H -3.121347 2.564679 1.720387 0.2969 -0.1366 0.0271
H -3.305652 -5.057274 2.313597 -0.0485 0.1416 -0.2369
H -1.428578 2.082021 2.080345 -0.1695 -0.1165 -0.1092
H 2.104443 5.211655 1.499138 -0.1328 -0.2263 -0.0907
H -2.506735 -1.667034 -1.288573 -0.1565 -0.2279 0.2816
H -1.338478 -4.253932 3.539560 0.1295 0.2663 -0.1919
H 0.601287 -0.939450 -3.189793 1.7967 1.0230 -1.7575
H 3.781177 0.991026 -2.276578 0.0424 -0.2761 0.0586
H -4.418376 0.871086 -0.777683 0.1144 0.2986 -0.0294
H 3.650855 3.223268 1.595804 -0.3747 0.1035 -0.1199
H -0.261557 2.306768 -3.853740 -0.1873 -0.1196 0.3133
H -0.142349 4.916676 0.402000 0.1060 -0.1819 0.0289
H -4.832361 -4.920421 0.349671 0.2068 0.1664 0.0120
H -1.632489 3.502773 -0.963248 0.1671 0.2311 0.0307
H 3.105152 0.305646 1.652514 -0.0064 0.2163 -0.3918
H 4.264060 1.114197 0.572058 -0.3620 -0.1669 0.1417
H -2.731849 0.878275 2.167285 0.1204 0.2765 -0.1123
H 5.056029 -1.599347 0.223021 -0.3328 -0.0065 0.0028
H 3.631735 -2.071696 1.206957 0.0483 0.0020 -0.3191
H 4.175479 -0.708310 -2.697761 0.0433 0.2466 0.1573
```
Positions in Å, forces in eV/Å.

energy relative to the best compared isomer or geometry (same formula, charge and spin) = 0.0 kcal per mole
HOMO = -9.258 eV
E_LUMO = -0.1429 Eh
total charge = +1
gap between HOMO and LUMO = 5.3690 eV

Löwdin population analysis, charges in e, atoms 1 to 6:
1. Sr 1.23
2. P 0.79
3. P 0.80
4. O -0.10
5. O -0.20
6. N 0.01

Here is a structure of composition C21H31AsF6N5O10S2 at a distorted geometry from OMol25. Energies are from ωB97M-V/def2-TZVPD.

```
76
Properties=species:S:1:pos:R:3:forces:R:3
As -0.397546 1.819509 -1.691420 -1.2328 0.8674 -1.0926
S 4.879708 3.405862 1.198583 0.7012 -0.6453 0.3099
S -0.022899 -4.411706 -3.226675 -0.1270 -0.3248 0.2971
F -0.772770 1.354777 -0.037619 0.2981 0.3302 -0.4443
F 1.261677 1.327040 -1.454286 -0.1773 -0.4564 -0.0568
F -0.033817 2.281832 -3.332828 0.2525 -0.2778 0.5486
F 0.104187 3.421593 -1.137592 -0.2316 -0.4518 0.0894
F -2.028115 2.426154 -1.964400 0.3701 -0.1115 0.7127
F -1.007389 0.270551 -2.236402 0.9795 0.3109 0.5333
O 0.912149 -5.515433 -3.200958 -0.7648 1.4785 0.6165
O -2.397444 -0.134081 -4.952138 0.3772 -0.1686 -0.0229
O 5.576552 4.627809 1.498418 -1.0617 -0.5178 -0.5242
O -3.001196 -1.326495 -3.258124 0.3421 -0.1511 0.1182
O 0.584951 -2.974557 -2.867734 0.7490 -0.4662 -1.9258
O 5.589401 2.194532 1.524372 -1.1166 0.9122 -0.4820
O 3.406977 3.430670 1.866229 0.8004 0.0695 0.3728
O 4.346003 3.323215 -0.325812 1.2100 -0.1702 1.1402
O -0.770826 -4.293128 -4.447947 0.0751 0.3643 0.9446
O -0.961378 -4.434872 -1.907548 0.1593 -1.4276 -0.9007
N 3.371193 -0.365341 -0.604323 0.8435 -1.1351 0.6264
N -1.342732 -1.858163 1.869537 1.5744 -0.7528 0.2357
N -0.868877 3.211998 4.632326 -0.4698 0.4973 -0.6058
N -3.279383 0.098146 0.184987 -1.0896 -1.5588 0.9701
N -2.854036 -1.131825 -4.447771 -1.4180 0.3968 -0.3579
C 2.348434 3.347345 0.911796 -0.5955 0.1976 -0.6516
C -4.471599 -0.632521 1.931949 -0.3284 1.1051 0.9124
C 0.557815 -2.719650 -1.499624 -1.2794 0.7823 2.1461
C 3.009119 3.781714 -0.383772 -0.8659 0.3888 -1.0335
C 4.062160 -0.786556 0.501683 0.5428 1.8601 0.8974
C -1.710005 4.287252 4.718302 -0.2502 -0.0136 0.5585
C -0.955988 4.124619 2.557265 -0.4117 -0.4653 2.0231
C -4.581141 -1.590390 0.937686 1.1650 -0.9747 -0.2731
C -3.712036 0.419825 1.456456 -0.4654 0.2537 -0.0700
C -0.457730 3.113524 3.342615 1.3185 -0.8967 -0.5474
C 5.113099 -1.583411 0.133790 -0.7848 -0.7572 -0.1002
C 4.915088 -1.860395 -1.242831 -0.0783 0.6217 -0.1980
C 0.862144 -2.173256 2.190684 0.1132 -0.8568 -0.0255
C -1.126447 -3.167852 2.187883 -0.9055 -0.8300 0.9125
C 0.193849 -3.426407 2.405635 0.1689 1.0977 0.1197
C -0.087313 -1.256192 1.850364 -0.8459 0.5583 -0.2863
C 3.885336 -1.044839 -1.664239 0.0575 0.1770 -1.1118
C -1.791128 4.863948 3.487274 0.4039 0.4025 -1.3345
C -3.737018 -1.183328 -0.065590 -0.8341 0.5065 -1.5002
C -3.499137 -2.134333 -5.363543 0.7164 -0.7163 0.4582
C -0.843016 -3.265437 -1.087080 1.1952 0.3578 -0.0203
H -5.081674 -2.536371 1.070317 0.0756 -0.0691 -0.3426
H -2.959449 0.694897 -0.561402 0.4611 0.2006 0.2861
H -3.593702 1.381176 1.928222 0.4233 0.0569 -0.2348
H -0.612167 2.570795 5.355334 -0.0763 -0.0181 0.1277
H 0.601154 -4.334877 2.814628 0.0680 -0.0998 -0.2606
H -0.857848 -3.486888 -0.020056 -0.0383 -0.5395 -0.3297
H 5.478355 -2.550779 -1.848967 0.0418 0.1643 -0.1225
H -2.710647 -2.556130 -5.983146 -0.0829 0.1840 -0.1585
H 2.998607 4.867551 -0.525847 0.0580 -0.0159 0.3916
H 1.875333 2.363167 0.910418 0.5610 -0.2459 -0.1740
H 1.523899 4.018001 1.145187 0.3632 0.2962 0.3872
H -3.580181 -1.634048 -1.031657 0.1176 0.1075 0.0224
H 0.018222 -0.232871 1.528814 -0.0639 0.0357 0.0831
H -2.266943 -1.461167 1.778507 0.2507 0.2838 -0.1358
H -2.315102 5.763088 3.204668 -0.2202 -0.0468 0.2760
H 0.244486 2.313606 3.145635 -0.1054 0.1005 -0.4202
H 5.920563 -1.957805 0.739465 -0.2191 -0.1051 0.2404
H -4.289803 -1.668318 -5.938733 0.1446 0.2726 -0.0014
H 2.744999 0.420938 -0.591076 -0.2395 -0.2382 -0.3884
H -3.876671 -2.917145 -4.714525 -0.1160 0.0135 -0.0743
H 2.565022 3.371586 -1.287197 -0.0713 -0.2738 0.2349
H 1.929556 -2.032542 2.248974 -0.0299 0.2452 -0.0902
H -0.735035 4.258958 1.513639 -0.2588 0.1600 -0.0667
H 3.586371 -0.782131 -2.668145 -0.2475 -0.3364 0.0407
H -4.970506 -0.734842 2.884945 0.1809 0.4313 0.0814
H -1.703712 -2.643846 -1.333313 0.4846 0.4358 -0.1003
H 0.589773 -1.662640 -1.225166 -0.0611 0.1759 -0.9150
H -1.923455 -3.871157 2.385898 -0.2456 0.2742 -0.2561
H -2.202383 4.505579 5.652051 0.0033 0.2057 -0.0937
H 1.427889 -3.118513 -0.970006 -0.3038 -0.6822 -0.1095
H 3.906172 -0.209022 1.404953 0.0663 -0.3828 0.1251
```
Positions in Å, forces in eV/Å.

HOMO = -5.880 eV
E_LUMO = 0.0889 Eh
total charge = -1
gap between HOMO and LUMO = 8.2983 eV

Löwdin population analysis, charges in e, atoms 1 to 6:
1. As 0.79
2. S 0.65
3. S 0.65
4. F -0.27
5. F -0.26
6. F -0.25

What is the formula in the second record? C21H31AsF6N5O10S2

What is the E_LUMO in the second record? 0.0889 Eh

Among the records above, which one has the lowest E_LUMO? C21H30NO2P2Sr

Which value of E_LUMO does entry 2 give? 0.0889 Eh